--- P ---
The following is a DFT calculation (the ωB97M-V functional and the def2-TZVPD basis) of a 2-piece molecular cluster, C3H8O3 overall.

Summary:
Gap between HOMO and LUMO (alpha / beta) ... 8.21 / 7.64 eV
Total charge ... 0
Highest occupied orbital energy (alpha / beta) ... -7.536 / -6.921 eV

The geometry in XYZ format:
```
14
Properties=species:S:1:pos:R:3:nbo_charge:R:1
C -0.981 0.405 0.727 -0.730
C 1.822 -0.242 -0.802 -0.159
C -0.553 -0.775 -0.085 0.629
O 2.213 -0.013 0.562 -0.771
O 0.008 -1.758 0.688 -0.720
O -1.337 -1.196 -1.144 -0.681
H -1.468 1.076 0.087 0.212
H -1.842 0.278 1.338 0.217
H -0.186 0.916 1.331 0.245
H 1.879 0.629 -1.385 0.144
H 2.194 -1.139 -1.139 0.152
H 2.767 0.733 0.572 0.477
H 0.794 -1.413 1.147 0.508
H -2.168 -0.755 -1.126 0.477
```

***

--- Q ---
The following is a DFT calculation (the ωB97M-V functional and the def2-TZVPD basis) of a 2-piece molecular cluster, C3H8O3 overall.

Summary:
Gap between HOMO and LUMO ... 11.09 eV
Total charge ... 0
Highest occupied orbital energy ... -10.466 eV

The geometry in XYZ format:
```
14
Properties=species:S:1:pos:R:3:nbo_charge:R:1
C 0.355 1.262 -0.547 -0.605
C 0.088 -0.253 -0.760 -0.504
C -1.293 -0.626 -0.204 0.779
O -1.357 -1.564 0.574 -0.582
O -2.248 0.398 -0.177 -0.696
H -0.294 1.875 -1.094 0.218
H 0.138 1.394 0.532 0.201
H 1.426 1.561 -0.668 0.227
H 0.771 -0.967 -0.206 0.243
H 0.137 -0.463 -1.870 0.228
H -3.031 -0.009 0.106 0.488
O 3.533 0.313 0.814 -0.933
H 2.879 -0.067 1.424 0.468
H 3.636 1.207 1.159 0.467
```

***

Top of the stability list: Q, leading by 89.5 kcal/mol.

***

--- P ---
The following is a DFT calculation (the ωB97M-V functional and the def2-TZVPD basis) of a 2-piece molecular cluster, C3H8O3 overall.

Summary:
Gap between HOMO and LUMO ... 9.86 eV
Total charge ... 0
Highest occupied orbital energy ... -9.436 eV

The geometry in XYZ format:
```
14
Properties=species:S:1:pos:R:3:nbo_charge:R:1
C 1.761 1.156 0.057 -0.730
C 1.320 -0.215 -0.031 0.782
O 0.258 -0.539 0.439 -0.639
O 2.140 -1.058 -0.527 -0.668
H 0.742 1.713 0.266 0.247
H 2.356 1.144 1.045 0.255
H 2.438 1.633 -0.792 0.251
H 1.781 -2.011 -0.703 0.516
C -2.274 -0.588 0.179 -0.266
O -2.230 0.505 -0.687 -0.731
H -2.876 -1.490 -0.204 0.156
H -1.282 -1.008 0.252 0.219
H -2.559 -0.348 1.161 0.148
H -1.576 1.104 -0.455 0.459
```

***

--- Q ---
The following is a DFT calculation (the ωB97M-V functional and the def2-TZVPD basis) of a 2-piece molecular cluster, C3H8O3 overall.

Summary:
Gap between HOMO and LUMO ... 11.31 eV
Total charge ... 0
Highest occupied orbital energy ... -10.437 eV

The geometry in XYZ format:
```
14
Properties=species:S:1:pos:R:3:nbo_charge:R:1
C 1.718 2.059 -0.281 -0.721
C 0.676 0.982 -0.210 0.804
O -0.133 0.775 -1.093 -0.652
O 0.717 0.274 0.908 -0.692
H 1.601 2.720 0.568 0.238
H 1.598 2.629 -1.196 0.234
H 2.723 1.634 -0.291 0.239
H -0.090 -0.316 0.891 0.511
C -1.429 -2.421 0.178 -0.254
O -1.527 -1.027 0.457 -0.747
H -0.687 -2.610 -0.599 0.175
H -1.137 -2.931 1.092 0.184
H -2.391 -2.837 -0.124 0.174
H -1.461 -0.542 -0.381 0.508
```

***

Top of the stability list: Q, leading by 46.8 kcal/mol.

***

--- P ---
The following is a DFT calculation (the ωB97M-V functional and the def2-TZVPD basis) of C23H38HfN2OS2Si2 as an isolated structure.

Summary:
Gap between HOMO and LUMO ... 8.00 eV
Total charge ... 0
Highest occupied orbital energy ... -7.535 eV

The geometry in XYZ format:
```
69
Properties=species:S:1:pos:R:3:nbo_charge:R:1
Hf 0.182 -0.280 -0.689 2.066
C -2.917 -0.083 -1.487 -0.417
N -2.082 0.440 -0.377 -0.558
C -1.937 1.911 -0.534 -0.221
C -0.846 2.497 0.359 -0.243
N 0.501 2.050 -0.055 -0.553
C 1.033 2.921 -1.124 -0.403
C 1.476 2.005 1.029 0.127
C 1.416 2.877 2.105 -0.189
C 2.348 2.808 3.129 -0.228
C 3.364 1.868 3.069 -0.199
C 3.450 1.013 1.984 -0.211
C 2.517 1.068 0.951 -0.154
S 2.681 -0.023 -0.423 -0.268
C -2.677 0.102 0.914 0.161
C -4.051 0.225 1.093 -0.247
C -4.648 -0.091 2.299 -0.236
C -3.859 -0.531 3.354 -0.194
C -2.494 -0.646 3.189 -0.210
C -1.872 -0.340 1.970 -0.176
S -0.133 -0.475 1.864 -0.281
H -3.787 0.555 -1.665 0.193
H -3.264 -1.083 -1.243 0.231
H -2.328 -0.116 -2.396 0.238
H -2.881 2.409 -0.289 0.209
H -1.701 2.098 -1.582 0.235
H -1.019 2.194 1.391 0.250
H -0.923 3.588 0.306 0.204
H 1.170 3.940 -0.749 0.191
H 0.350 2.931 -1.972 0.210
H 1.991 2.531 -1.459 0.240
H 0.627 3.617 2.159 0.205
H 2.276 3.489 3.966 0.215
H 4.090 1.797 3.868 0.217
H 4.234 0.271 1.920 0.225
H -4.674 0.572 0.277 0.210
H -5.721 -0.002 2.409 0.215
H -4.317 -0.780 4.303 0.217
H -1.861 -0.977 4.002 0.225
C 2.090 -2.337 -2.826 -1.111
Si 0.974 -3.441 -1.749 1.652
C 2.086 -4.345 -0.519 -1.105
C 0.180 -4.682 -2.944 -1.102
C -0.347 -2.415 -0.884 -1.578
H 2.506 -2.899 -3.665 0.241
H 2.933 -1.946 -2.257 0.246
H 1.536 -1.495 -3.241 0.224
H 2.830 -4.946 -1.047 0.233
H 1.518 -5.011 0.133 0.235
H 2.619 -3.627 0.108 0.243
H 0.906 -5.050 -3.671 0.229
H -0.636 -4.211 -3.497 0.228
H -0.235 -5.541 -2.412 0.233
H -0.543 -2.817 0.113 0.286
H -1.284 -2.497 -1.452 0.262
C 1.423 0.937 -4.982 -1.144
Si -0.232 0.583 -4.146 1.917
C -1.435 1.994 -4.552 -1.140
C -1.012 -0.970 -4.900 -1.139
O -0.068 0.430 -2.544 -1.333
H 1.514 0.353 -5.901 0.240
H 2.266 0.678 -4.338 0.249
H 1.517 1.992 -5.248 0.237
H -1.445 2.173 -5.630 0.242
H -1.165 2.936 -4.067 0.226
H -2.457 1.741 -4.258 0.227
H -0.910 -0.959 -5.987 0.240
H -2.080 -1.031 -4.672 0.228
H -0.537 -1.881 -4.527 0.239
```

***

--- Q ---
The following is a DFT calculation (the ωB97M-V functional and the def2-TZVPD basis) of C23H38HfN2OS2Si2 as an isolated structure.

Summary:
Gap between HOMO and LUMO ... 8.03 eV
Total charge ... 0
Highest occupied orbital energy ... -7.571 eV

The geometry in XYZ format:
```
69
Properties=species:S:1:pos:R:3:nbo_charge:R:1
Hf -0.177 0.466 0.060 2.078
C 0.578 -2.028 -1.839 -0.416
N 1.346 -1.004 -1.082 -0.556
C 2.030 -1.673 0.065 -0.221
C 2.593 -0.677 1.069 -0.244
N 1.513 0.045 1.784 -0.548
C 1.025 -0.762 2.926 -0.403
C 1.897 1.366 2.274 0.122
C 3.201 1.644 2.647 -0.189
C 3.554 2.909 3.092 -0.227
C 2.588 3.898 3.178 -0.200
C 1.276 3.616 2.826 -0.212
C 0.908 2.353 2.374 -0.142
S -0.787 2.040 1.937 -0.278
C 2.331 -0.355 -1.961 0.164
C 3.085 -1.137 -2.833 -0.249
C 4.019 -0.563 -3.675 -0.235
C 4.204 0.815 -3.640 -0.196
C 3.469 1.590 -2.764 -0.209
C 2.521 1.024 -1.900 -0.176
S 1.682 2.061 -0.760 -0.290
H 1.173 -2.931 -1.988 0.191
H 0.304 -1.618 -2.807 0.230
H -0.320 -2.293 -1.291 0.236
H 2.853 -2.290 -0.306 0.208
H 1.296 -2.323 0.542 0.233
H 3.222 0.048 0.556 0.250
H 3.218 -1.234 1.775 0.202
H 1.825 -0.887 3.660 0.191
H 0.692 -1.736 2.573 0.210
H 0.180 -0.255 3.385 0.239
H 3.960 0.875 2.579 0.205
H 4.580 3.115 3.366 0.215
H 2.852 4.892 3.515 0.217
H 0.513 4.382 2.883 0.225
H 2.942 -2.210 -2.862 0.210
H 4.590 -1.183 -4.354 0.216
H 4.928 1.283 -4.296 0.217
H 3.614 2.662 -2.721 0.225
C -3.718 1.137 0.304 -1.118
Si -3.084 1.619 -1.411 1.670
C -3.099 3.480 -1.506 -1.116
C -4.327 0.905 -2.625 -1.110
C -1.372 0.943 -1.749 -1.579
H -4.811 1.118 0.311 0.240
H -3.403 1.851 1.068 0.245
H -3.380 0.144 0.610 0.225
H -4.107 3.862 -1.322 0.234
H -2.772 3.836 -2.486 0.235
H -2.433 3.904 -0.749 0.244
H -5.352 1.066 -2.280 0.230
H -4.175 -0.172 -2.741 0.228
H -4.225 1.362 -3.614 0.234
H -0.814 1.660 -2.356 0.284
H -1.494 0.031 -2.352 0.261
C -3.030 -2.178 2.533 -1.152
Si -2.026 -2.485 0.987 1.927
C -1.036 -4.059 1.203 -1.149
C -3.158 -2.746 -0.477 -1.148
O -1.013 -1.231 0.700 -1.329
H -4.066 -2.492 2.385 0.241
H -3.036 -1.119 2.801 0.252
H -2.629 -2.738 3.382 0.237
H -1.702 -4.872 1.507 0.243
H -0.260 -3.968 1.971 0.229
H -0.555 -4.360 0.268 0.229
H -3.968 -3.431 -0.210 0.241
H -2.621 -3.182 -1.325 0.230
H -3.612 -1.809 -0.813 0.243
```

***

Top of the stability list: Q, leading by 3.1 kcal/mol.

***

--- P ---
The following is a DFT calculation (the ωB97M-V functional and the def2-TZVPD basis) of one molecule with the formula C2H6N4O2.

Summary:
Gap between HOMO and LUMO ... 9.95 eV
Total charge ... 0
Highest occupied orbital energy ... -9.209 eV

The geometry in XYZ format:
```
14
Properties=species:S:1:pos:R:3:nbo_charge:R:1
H -0.625 -0.259 -1.583 0.402
N -1.339 -0.488 -0.926 -0.798
C -1.211 -0.166 0.287 0.658
N -2.264 -0.106 1.177 -0.314
O -3.364 -0.793 0.753 -0.551
O -0.041 0.198 0.916 -0.504
C 1.174 0.430 0.325 0.363
N 1.504 0.399 -0.901 -0.310
N 2.792 0.743 -1.214 -0.625
H -2.084 -0.458 2.126 0.376
H -3.146 -1.012 -0.143 0.487
H 1.915 0.669 1.119 0.145
H 3.404 0.946 -0.434 0.318
H 3.287 -0.104 -1.502 0.353
```

***

--- Q ---
The following is a DFT calculation (the ωB97M-V functional and the def2-TZVPD basis) of one molecule with the formula C2H6N4O2.

Summary:
Gap between HOMO and LUMO ... 9.73 eV
Total charge ... 0
Highest occupied orbital energy ... -9.044 eV

The geometry in XYZ format:
```
14
Properties=species:S:1:pos:R:3:nbo_charge:R:1
H -2.732 1.392 -0.522 0.353
N -1.761 1.401 -0.004 -0.789
C -1.137 0.228 0.115 0.531
N -1.518 -0.927 -0.372 -0.828
N -0.179 -0.005 1.113 -0.315
O 0.806 -0.943 0.867 -0.370
C 1.672 -0.808 -0.168 0.325
N 2.328 0.177 -0.547 -0.170
O 1.802 1.310 0.209 -0.605
H -2.289 -1.060 -1.042 0.400
H -1.285 -1.914 0.074 0.411
H 0.206 0.910 1.224 0.396
H 1.926 -1.737 -0.729 0.191
H 2.162 1.975 -0.220 0.470
```

***

Top of the stability list: P, leading by 32.0 kcal/mol.